#1
# H34O17

A cluster of 17 separate species, H34O17 in total (ωB97M-V with the def2-TZVPD basis set, the Open Molecules 2025 dataset).

Geometry as XYZ:
```
51
Properties=species:S:1:pos:R:3:nbo_charge:R:1
O -23.502 -7.460 -11.092 -0.911
H -23.715 -6.725 -10.481 0.457
H -23.999 -8.118 -10.604 0.443
O -25.533 -6.447 -6.407 -0.959
H -24.725 -6.403 -6.899 0.480
H -26.164 -5.866 -6.881 0.468
O -20.135 -4.844 -6.367 -0.956
H -19.765 -3.943 -6.260 0.468
H -20.430 -4.885 -7.288 0.511
O -21.570 -5.208 -8.715 -1.030
H -22.442 -5.626 -8.464 0.502
H -21.769 -4.436 -9.270 0.510
O -23.008 -3.535 -10.307 -0.920
H -22.863 -3.197 -11.158 0.507
H -23.888 -3.821 -10.366 0.481
O -22.613 -4.456 -5.341 -0.952
H -22.586 -3.556 -5.038 0.476
H -21.819 -4.412 -5.900 0.497
O -18.009 -5.587 -8.008 -0.925
H -18.840 -5.442 -7.514 0.482
H -17.916 -6.525 -7.887 0.482
O -23.298 -1.115 -9.647 -0.975
H -22.540 -0.942 -9.069 0.465
H -23.186 -2.079 -9.810 0.457
O -20.248 -3.925 -11.573 -1.007
H -19.807 -3.828 -12.432 0.476
H -19.591 -4.445 -11.117 0.503
O -24.030 -3.466 -7.312 -0.987
H -23.560 -3.866 -6.550 0.475
H -23.359 -3.319 -7.953 0.464
O -22.610 -7.309 -6.100 -0.964
H -22.800 -6.527 -5.634 0.509
H -22.876 -8.009 -5.540 0.482
O -20.636 -7.383 -10.445 -0.945
H -21.391 -6.812 -10.350 0.478
H -20.609 -7.661 -9.523 0.493
O -20.956 -8.340 -7.917 -0.979
H -21.552 -8.091 -7.189 0.500
H -20.925 -9.296 -7.851 0.473
O -20.367 -1.499 -10.207 -0.958
H -20.344 -1.898 -9.310 0.446
H -20.540 -2.302 -10.701 0.485
O -18.669 -5.677 -10.443 -1.033
H -18.456 -5.593 -9.486 0.480
H -19.491 -6.205 -10.519 0.491
O -23.928 -6.430 -8.640 -0.952
H -24.743 -6.028 -8.954 0.497
H -24.011 -7.404 -8.703 0.504
O -21.322 -2.415 -7.782 -0.951
H -21.825 -1.975 -7.093 0.494
H -20.437 -2.424 -7.529 0.467
```

Values from the calculation:
- Orbital gap: 9.4 eV
- Lowest unoccupied orbital energy: -0.58 eV
- Charge: 0
- HOMO: -10.00 eV


#2
# H34O17

A cluster of 17 separate species, H34O17 in total (ωB97M-V with the def2-TZVPD basis set, the Open Molecules 2025 dataset).

Geometry as XYZ:
```
51
Properties=species:S:1:pos:R:3:nbo_charge:R:1
O -0.480 -5.124 0.235 -0.962
H -0.314 -5.751 0.944 0.482
H 0.114 -5.376 -0.555 0.506
O -0.852 -0.459 -1.721 -1.009
H -0.228 -0.694 -0.963 0.519
H -1.812 -0.359 -1.550 0.486
O 3.486 -2.465 -2.149 -0.974
H 4.128 -2.181 -2.858 0.469
H 3.241 -1.617 -1.680 0.504
O 2.084 2.340 2.085 -0.926
H 2.557 3.093 2.056 0.460
H 1.210 2.708 1.593 0.464
O -0.612 0.956 4.744 -0.957
H 0.099 0.279 4.247 0.488
H 0.062 1.651 4.901 0.469
O 0.401 -4.434 -3.283 -0.943
H 1.161 -4.030 -3.517 0.471
H -0.078 -4.610 -4.131 0.472
O -1.084 -2.417 3.092 -0.969
H -0.697 -2.531 3.960 0.483
H -0.610 -2.760 2.326 0.486
O -4.584 -0.648 -2.690 -0.911
H -4.489 -0.530 -3.528 0.453
H -3.976 -1.280 -2.448 0.460
O -1.942 3.187 -0.894 -0.981
H -1.269 3.145 -0.181 0.489
H -2.400 2.300 -0.974 0.486
O -2.506 0.257 3.270 -0.973
H -2.369 1.201 3.524 0.481
H -2.902 -0.242 4.052 0.494
O -1.003 3.118 -3.484 -0.907
H -0.509 3.150 -2.727 0.452
H -1.570 2.482 -3.187 0.454
O 0.230 4.940 0.191 -0.973
H 0.862 5.621 0.173 0.481
H -0.508 5.285 -0.499 0.499
O -0.798 1.775 1.299 -0.981
H -1.279 0.975 1.588 0.516
H -1.363 2.479 1.651 0.473
O 3.096 -0.743 1.843 -0.938
H 2.397 -1.219 1.387 0.469
H 2.554 0.054 1.758 0.467
O 1.682 -0.049 -1.925 -0.982
H 1.707 0.850 -1.628 0.496
H 0.958 -0.135 -2.486 0.484
O 1.738 2.761 -0.743 -0.937
H 1.123 3.502 -1.221 0.478
H 1.203 2.538 -0.023 0.458
O 1.306 -3.158 0.158 -0.991
H 0.486 -3.614 0.547 0.488
H 1.199 -3.083 -0.772 0.479
```

Values from the calculation:
- Orbital gap: 10.4 eV
- Lowest unoccupied orbital energy: -0.22 eV
- Charge: 0
- HOMO: -10.61 eV


#3
# H34O17

A cluster of 17 separate species, H34O17 in total (ωB97M-V with the def2-TZVPD basis set, the Open Molecules 2025 dataset).

Geometry as XYZ:
```
51
Properties=species:S:1:pos:R:3:nbo_charge:R:1
O -0.825 -2.333 5.391 -0.915
H -0.142 -3.013 5.282 0.464
H -0.230 -1.574 5.316 0.452
O -4.553 -3.086 0.796 -0.925
H -3.976 -2.355 0.605 0.468
H -4.281 -3.142 1.727 0.458
O -1.925 4.694 1.120 -0.939
H -1.743 3.819 1.460 0.466
H -1.290 5.312 1.488 0.475
O -4.827 1.084 -0.797 -0.933
H -4.425 0.904 -1.658 0.479
H -4.030 1.253 -0.303 0.454
O 5.089 0.952 -1.343 -0.948
H 4.803 0.264 -0.742 0.481
H 4.319 1.473 -1.551 0.468
O 2.615 -0.500 1.272 -0.997
H 2.626 -0.370 2.237 0.504
H 2.749 -1.446 1.179 0.494
O 0.051 -0.072 0.368 -0.976
H 0.645 -0.513 1.015 0.504
H 0.666 0.097 -0.330 0.459
O 1.320 0.130 3.643 -0.975
H 0.542 -0.286 3.973 0.457
H 0.951 1.041 3.634 0.503
O 0.171 2.450 2.781 -0.958
H -0.078 2.420 1.851 0.486
H 1.007 2.931 2.775 0.492
O 2.432 5.348 -1.038 -0.955
H 2.124 4.588 -0.550 0.483
H 2.685 5.118 -1.932 0.471
O 2.548 -3.422 0.245 -0.962
H 3.358 -3.887 0.109 0.485
H 1.799 -4.013 0.320 0.482
O -2.908 -2.542 -4.714 -0.938
H -2.286 -3.266 -4.633 0.459
H -2.371 -1.797 -4.427 0.478
O -1.874 -3.692 -0.539 -1.008
H -2.389 -4.316 -0.072 0.511
H -1.004 -3.349 -0.363 0.496
O -2.491 -0.832 -2.152 -0.991
H -1.839 -0.673 -1.479 0.483
H -2.885 -1.698 -2.152 0.508
O 2.964 -0.866 -2.224 -0.968
H 2.140 -0.654 -2.650 0.476
H 3.716 -0.938 -2.814 0.491
O 2.498 2.465 0.839 -0.982
H 2.123 1.728 0.383 0.490
H 3.441 2.493 0.841 0.492
O -2.674 1.160 -4.110 -0.932
H -2.091 1.148 -3.350 0.469
H -2.247 1.761 -4.731 0.463
```

Values from the calculation:
- Orbital gap: 10.3 eV
- Lowest unoccupied orbital energy: -0.60 eV
- Charge: 0
- HOMO: -10.86 eV


Here are the energies relative to the best structure, in kcal/mol: #1 0.0; #2 70.9; #3 13.8.